DFT (ωB97M-V/def2-TZVPD) results for a single C3H8N2O molecule at a distorted geometry.

Geometry as XYZ:
```
14
Properties=species:S:1:pos:R:3:forces:R:3
O 1.57491 0.49940 -0.62342 -0.6 -0.6 1.6
N 0.34276 0.46797 0.26056 1.6 -0.7 -0.8
N 2.61093 -0.05527 0.24372 -2.1 1.0 0.5
C -2.12260 0.58947 -0.01764 1.4 1.2 2.4
C -0.09165 -0.97828 0.35851 1.1 1.7 -2.2
C -0.82192 -0.01449 -0.45775 0.3 0.6 -3.6
H -2.83244 -0.01964 -0.50836 -1.5 0.0 -0.4
H -0.49792 -1.06100 1.27960 -0.9 -1.4 2.9
H -2.17761 0.42580 1.11597 -0.3 0.2 -1.5
H 0.57329 -1.67577 -0.13103 -0.2 -0.1 0.4
H -2.14956 1.72932 -0.14916 -0.2 -1.8 -0.3
H 3.10171 0.73439 0.62814 0.1 0.5 0.1
H 3.21910 -0.50351 -0.36970 1.1 -0.9 -1.4
H -0.72899 -0.13838 -1.62942 0.1 0.4 2.5
```
Positions in Å, forces in eV/Å.

## Properties
* SMILES: C[C@@H]1CN1ON
* HOMO-LUMO gap: 10.461 eV
* LUMO: 1.249 eV



DFT (ωB97M-V/def2-TZVPD) results for 2 unconnected molecules or ions with the total composition C3H8N2O at a distorted geometry.

Geometry as XYZ:
```
14
Properties=species:S:1:pos:R:3:forces:R:3
O 1.03522 -0.91411 -0.65855 1.4 0.2 0.7
N -1.42898 -0.15594 -1.49160 0.8 1.9 -0.2
N -1.50435 -0.44805 0.88634 -0.1 -0.1 -2.0
C 1.30435 0.24019 0.03656 -0.6 0.7 0.6
C -2.01557 -0.05851 -0.35620 0.9 -0.1 1.1
C 2.54072 0.59315 0.46512 -2.2 1.6 0.7
H 2.66492 1.52292 1.09762 -0.4 -1.2 -0.9
H 0.33029 0.83518 0.30269 2.3 -0.8 -0.5
H -2.16568 -0.53395 1.61293 -0.6 0.0 0.8
H 0.15567 -0.87763 -1.06883 -0.4 0.1 0.0
H -0.71364 -1.09366 0.93001 -0.3 0.5 -0.2
H -0.60363 0.43798 -1.81857 -1.8 -1.4 0.6
H -3.02923 0.38927 -0.21732 0.3 -0.5 -0.3
H 3.42990 0.06317 0.27981 0.7 -0.8 -0.4
```
Positions in Å, forces in eV/Å.

## Properties
* SMILES: [H]/N=C\N.C=CO
* HOMO-LUMO gap: 9.540 eV
* LUMO: 0.743 eV



DFT (ωB97M-V/def2-TZVPD) results for a single C3H8N2O molecule.

Geometry as XYZ:
```
14
Properties=species:S:1:pos:R:3:forces:R:3
O 0.36725 -3.51243 -0.17302 -0.2 -0.1 0.4
N -0.31593 -0.05602 -0.38242 0.1 0.2 0.0
N -0.15859 2.32054 -0.56962 -0.3 0.2 -0.3
C -0.21072 -1.23165 0.46082 0.1 0.1 0.4
C 0.52635 -2.32840 -0.27828 0.1 -0.1 -0.7
C 0.10957 1.20045 0.24643 0.6 -0.4 0.4
H -1.18085 -1.54747 0.85708 0.1 -0.4 -0.2
H 0.58677 2.76630 -1.06995 -0.1 0.0 0.1
H 0.39922 -1.03695 1.36311 -0.1 0.2 -0.3
H 1.25197 -1.94431 -1.03373 -0.1 0.2 0.3
H -0.97434 2.87186 -0.38658 0.1 0.1 0.0
H 1.18586 1.12608 0.43101 0.0 -0.1 -0.1
H -1.26107 0.07315 -0.71619 0.0 -0.1 -0.1
H -0.32549 1.29884 1.25134 -0.3 0.2 -0.1
```
Positions in Å, forces in eV/Å.

## Properties
* SMILES: NCNCC=O
* HOMO-LUMO gap: 10.035 eV
* LUMO: 0.938 eV



DFT (ωB97M-V/def2-TZVPD) results for a single C3H8N2O molecule.

Geometry as XYZ:
```
14
Properties=species:S:1:pos:R:3:forces:R:3
O 0.78880 -1.68759 0.33772 0.2 -0.2 -0.5
N 0.56699 0.58861 0.36616 0.6 -0.1 -0.3
N -2.01346 -0.15970 -0.91638 -0.2 -0.1 -0.3
C 1.97898 0.82040 0.04833 -0.4 0.2 0.0
C -1.44359 -0.78897 0.26603 0.1 0.1 -0.2
C 0.07917 -0.71015 0.33960 -0.4 0.4 0.7
H 2.09015 1.20049 -0.97233 -0.1 -0.2 0.0
H -1.88916 -0.32869 1.14648 0.0 0.0 0.2
H 0.19115 1.20435 1.06706 -0.4 0.0 -0.2
H -1.71736 -1.84119 0.25709 0.0 0.0 0.1
H -1.80226 0.82451 -1.00648 0.2 0.0 0.2
H 2.50535 -0.12921 0.13490 0.3 0.3 0.2
H 2.35198 1.61689 0.69545 0.3 -0.4 0.1
H -1.68672 -0.60976 -1.76364 0.0 0.0 0.1
```
Positions in Å, forces in eV/Å.

## Properties
* SMILES: CNC(=O)CN
* HOMO-LUMO gap: 9.953 eV
* LUMO: 0.825 eV